Formula: CH12N2O4
Source: OMol25
Level of theory: the ωB97M-V functional and the def2-TZVPD basis

Computed properties:
LUMO level (eV): 0.74
Largest force on an atom (Eh/bohr): 0.027
Frontier orbital gap (eV): 10.4807
SMILES string: [H]/N=C/N.O.O.O.O
HOMO (eV): -9.745
Energy (hartree): -455.7791
Charge: 0
Relative energy (zero: lowest compared OMol25 entry of this formula, charge and spin) (eV): 0.4612

Structure (XYZ):
```
19
Properties=species:S:1:pos:R:3:lowdin_charge:R:1
H 2.6097 2.1141 -2.0365 0.043
N 1.9939 1.6087 -1.4209 0.038
C 1.2667 0.8143 -2.1289 -0.341
N 0.2167 0.1128 -1.6625 0.120
H 1.4627 0.7577 -3.1973 0.120
H 0.0775 -0.1351 -0.7051 0.073
H -0.2579 -0.4728 -2.3214 0.099
O -1.2081 -1.4404 1.9884 -0.063
H -1.4467 -0.5716 1.6312 -0.016
H -1.9951 -1.9705 1.9785 0.037
O -1.9843 1.0326 1.0731 -0.066
H -1.0853 1.3978 0.9777 0.004
H -2.4066 1.7661 1.5126 0.050
O 0.7255 1.3702 1.0436 -0.091
H 1.3501 1.3693 0.2754 -0.005
H 1.2156 1.8299 1.7436 0.064
O -0.2286 -3.3608 0.0364 -0.093
H 0.1423 -3.7514 0.8495 0.042
H -0.4481 -2.4707 0.3624 -0.013
```

---

Formula: C31H28As2FeNO6P2S5
Source: OMol25
Level of theory: the ωB97M-V functional and the def2-TZVPD basis

Computed properties:
LUMO level (spin up / spin down) (eV): 3.97 / 3.85
Largest force on an atom (Eh/bohr): 0.033
Frontier orbital gap (spin up / spin down) (eV): 5.0936 / 6.1173
Multiplicity: 6
HOMO (spin up / spin down) (eV): -1.122 / -2.271
Energy (hartree): -10113.3364
Charge: -2
Relative energy (zero: lowest compared OMol25 entry of this formula, charge and spin) (eV): 3.1907

Structure (XYZ):
```
76
Properties=species:S:1:pos:R:3:lowdin_charge:R:1
Fe 0.4763 -1.1790 -0.7084 -0.173
S -1.2186 -4.8547 -1.0178 -0.163
As 0.2613 -4.4109 0.5298 -0.051
S -0.1518 -2.2980 1.0539 0.181
S -0.2580 -2.6639 -2.1965 0.145
S -0.0345 -5.6824 2.1947 -0.223
O 1.6510 -0.9303 -4.6409 -0.299
As 2.3889 -0.8042 -3.0083 0.888
O 3.6836 0.1643 -3.1961 -0.470
O 1.0535 -0.1037 -2.1904 -0.604
C 2.9051 -2.6836 -2.7753 -0.270
C 2.9161 -3.4769 -3.9160 -0.104
C 3.2772 -4.8130 -3.8361 -0.088
C 3.6496 -5.3729 -2.6216 -0.085
C 3.6795 -4.5850 -1.4845 -0.069
C 3.3178 -3.2477 -1.5642 -0.285
S 3.5203 -2.2564 -0.1016 0.435
O 4.8609 -1.7288 -0.1601 -0.302
O 3.2328 -3.0864 1.0471 -0.361
O 2.4983 -1.1753 -0.3112 -0.517
H 0.7974 -1.3727 -4.5028 -0.007
H 2.6246 -3.0398 -4.8592 0.094
H 3.2511 -5.4241 -4.7311 0.093
H 3.9234 -6.4196 -2.5620 0.096
H 3.9695 -4.9891 -0.5227 0.114
C -0.1069 2.6054 -1.1906 -0.179
N -0.5432 1.8310 0.0268 -0.450
P 0.9943 1.3732 0.8209 1.075
C 0.4666 0.8496 2.5113 -0.365
C -0.5366 1.4818 3.2406 -0.107
C -0.8515 1.0523 4.5204 -0.092
C -0.1339 0.0089 5.0980 -0.096
C 0.9067 -0.5858 4.4017 -0.078
C 1.2052 -0.1690 3.1098 -0.134
C 1.5423 3.0445 1.4165 -0.349
C 2.8685 3.1384 1.8357 -0.089
C 3.3638 4.3200 2.3704 -0.095
C 2.5381 5.4306 2.4877 -0.113
C 1.2172 5.3490 2.0637 -0.099
C 0.7233 4.1649 1.5314 -0.114
P -1.2647 0.2989 -0.4682 0.963
C -2.3693 0.8124 -1.8437 -0.307
C -2.5392 -0.0308 -2.9346 -0.075
C -3.4151 0.3227 -3.9570 -0.079
C -4.1069 1.5214 -3.9016 -0.105
C -3.9492 2.3611 -2.8027 -0.095
C -3.0987 1.9997 -1.7706 -0.112
C -2.6316 -0.0244 0.7083 -0.338
C -3.1577 -1.3191 0.6961 -0.123
C -4.2285 -1.6436 1.5171 -0.072
C -4.7937 -0.6779 2.3403 -0.102
C -4.3018 0.6207 2.3196 -0.100
C -3.2264 0.9453 1.5034 -0.116
H 0.6253 3.3505 -0.8897 0.059
H -0.9525 3.1269 -1.6293 0.061
H 0.3530 1.9666 -1.9483 0.063
H -1.0662 2.3204 2.8041 0.084
H -1.6570 1.5288 5.0680 0.093
H -0.3926 -0.3395 6.0917 0.093
H 1.4730 -1.3965 4.8441 0.107
H 2.0016 -0.6534 2.5544 0.091
H 3.5158 2.2715 1.7392 0.111
H 4.3979 4.3761 2.6891 0.096
H 2.9217 6.3556 2.9016 0.089
H 0.5660 6.2117 2.1493 0.093
H -0.3088 4.1095 1.2022 0.095
H -1.9743 -0.9579 -2.9773 0.016
H -3.5468 -0.3362 -4.8070 0.100
H -4.7679 1.8106 -4.7108 0.091
H -4.4871 3.3010 -2.7520 0.094
H -2.9996 2.6323 -0.8961 0.098
H -2.7249 -2.0769 0.0510 0.066
H -4.6026 -2.6601 1.5230 0.105
H -5.6166 -0.9354 2.9968 0.091
H -4.7550 1.3857 2.9408 0.092
H -2.8492 1.9614 1.4856 0.084
```

---

Formula: C3H3P
Source: OMol25
Level of theory: the ωB97M-V functional and the def2-TZVPD basis

Computed properties:
LUMO level (eV): -2.35
Largest force on an atom (Eh/bohr): 0.091
Frontier orbital gap (eV): 7.5470
HOMO (eV): -9.896
Energy (hartree): -457.2664
Charge: 0
Relative energy (zero: lowest compared OMol25 entry of this formula, charge and spin) (eV): 2.1380

Structure (XYZ):
```
7
Properties=species:S:1:pos:R:3:lowdin_charge:R:1
C -3.6940 -0.0423 -1.3305 -0.060
C -2.9637 0.1893 -0.3523 -0.623
C -0.1311 -0.3356 -0.2057 -0.334
P -1.8272 -0.4243 0.7663 0.964
H 0.0353 0.3975 -0.9949 0.032
H 0.0468 -1.2617 -0.6753 -0.002
H 0.8185 -0.2458 0.3381 0.023
```